Below is an isolated molecule of C4H4Cl2N2 at a distorted geometry, with properties calculated with the ωB97M-V functional and the def2-TZVPD basis.

XYZ file:
```
12
Properties=species:S:1:pos:R:3
Cl -2.90 0.01 -0.91
C -1.39 0.36 -0.36
N -1.18 1.46 0.44
N -0.02 1.53 1.16
C 0.95 0.78 0.90
C 1.11 -0.22 -0.13
C -0.33 -0.66 -0.61
Cl -0.99 -2.03 0.50
H 1.80 0.87 1.55
H 1.62 0.34 -1.03
H 1.70 -1.13 0.14
H -0.38 -1.30 -1.65
```

Values from the calculation:
- Net charge: 0
- SMILES: ClC1=NN=CC[C@H]1Cl
- Gap between HOMO and LUMO: 8.90 eV
- HOMO level: -9.4 eV
- Energy above the lowest of the compared OMol25 structures with the same formula, charge and spin: 146.6 kJ/mol
- DFT total energy: -32235.2150 eV
- Lowest unoccupied orbital energy: -0.55 eV

---

Below is an isolated molecule of C4H8N2 at a distorted geometry, with properties calculated with the ωB97M-V functional and the def2-TZVPD basis.

XYZ file:
```
14
Properties=species:S:1:pos:R:3
C -1.48 0.88 -0.29
C -0.08 0.99 0.25
N 0.94 1.01 -0.82
N 2.02 0.95 0.10
C 0.97 -0.09 0.10
C 1.16 -1.58 -0.21
H -1.66 0.01 -1.04
H -1.64 1.89 -0.63
H -2.23 0.65 0.64
H 0.23 1.80 1.06
H 2.00 1.46 0.98
H 2.01 -1.62 -0.75
H 0.23 -1.82 -0.70
H 1.16 -2.13 0.63
```

Values from the calculation:
- Net charge: 0
- SMILES: C[C@@H]1N2N[C@@]12C
- Gap between HOMO and LUMO: 10.62 eV
- HOMO level: -9.6 eV
- Energy above the lowest of the compared OMol25 structures with the same formula, charge and spin: 414.3 kJ/mol
- DFT total energy: -7253.5819 eV
- Lowest unoccupied orbital energy: 1.06 eV

---

Below is a structure of composition C49H72AsClCsN12O5S5 at a distorted geometry, with properties calculated with the ωB97M-V functional and the def2-TZVPD basis.

XYZ file:
```
146
Properties=species:S:1:pos:R:3
Cs 1.19 0.22 1.32
N -3.61 -0.53 -0.45
C -3.49 -0.30 -1.80
N -2.51 0.36 -2.32
C -2.61 0.38 -3.69
C -3.71 -0.22 -4.21
S -4.67 -0.88 -2.93
C -1.46 0.88 -4.47
C -1.29 0.74 -5.81
S 0.28 1.28 -6.26
C 0.59 1.65 -4.59
N -0.39 1.42 -3.79
N 1.79 2.20 -4.18
H -2.71 -0.49 0.02
H -4.13 -1.35 -0.19
H -3.98 -0.36 -5.24
H -1.96 0.28 -6.52
H 2.59 1.83 -4.67
H 1.91 2.12 -3.17
O 3.56 -0.54 0.98
N 4.08 -1.48 0.24
C 5.13 -1.17 -0.55
C 5.74 -2.09 -1.36
C 5.24 -3.39 -1.37
C 4.17 -3.70 -0.56
C 3.55 -2.76 0.29
S 2.26 -3.14 1.32
H 5.42 -0.13 -0.48
H 6.57 -1.78 -1.98
H 5.68 -4.14 -2.01
H 3.75 -4.70 -0.54
N -2.25 -7.70 -1.07
C -2.42 -6.92 -2.24
S -2.91 -7.72 -3.66
C -2.18 -5.53 -2.11
C -2.24 -4.65 -3.22
C -1.95 -3.32 -3.06
N -1.56 -2.74 -1.90
C -1.54 -3.56 -0.84
C -1.84 -4.91 -0.88
H -2.19 -8.68 -1.32
H -1.48 -7.41 -0.49
H -2.52 -5.04 -4.19
H -2.00 -2.65 -3.92
H -1.30 -3.10 0.12
H -1.82 -5.46 0.05
C -4.28 0.23 3.09
C -3.11 -0.37 3.85
As -1.93 -1.37 2.64
C -2.89 -3.11 2.55
C -3.98 -3.40 3.58
C -0.49 -1.90 3.88
C -0.91 -2.52 5.21
H -4.94 0.80 3.75
H -4.89 -0.54 2.60
H -3.93 0.90 2.30
H -3.44 -0.99 4.68
H -2.47 0.43 4.25
H -2.11 -3.87 2.60
H -3.30 -3.19 1.54
H -3.62 -3.31 4.60
H -4.38 -4.41 3.45
H -4.82 -2.71 3.47
H 0.14 -1.02 4.06
H 0.13 -2.60 3.32
H -1.54 -1.84 5.79
H -0.03 -2.76 5.82
H -1.46 -3.45 5.06
C -3.61 3.17 -0.19
C -3.09 3.57 -1.59
C -1.57 3.66 -1.38
O -1.41 3.98 0.00
C -2.35 3.16 0.68
H -4.09 2.19 -0.20
H -4.33 3.90 0.18
H -3.49 4.54 -1.89
H -3.34 2.84 -2.35
H -1.10 4.45 -1.96
H -1.10 2.70 -1.61
H -2.50 3.58 1.67
H -1.95 2.15 0.82
C 4.19 -2.30 -4.88
N 3.07 -2.95 -4.27
C 2.45 -4.12 -4.88
C 1.28 -4.40 -3.93
N 1.10 -3.10 -3.31
C 2.20 -2.33 -3.42
S 2.41 -0.90 -2.61
H 5.06 -2.97 -4.88
H 4.42 -1.42 -4.29
H 3.98 -2.01 -5.91
H 3.15 -4.95 -4.95
H 2.09 -3.88 -5.90
H 1.54 -5.17 -3.19
H 0.38 -4.72 -4.45
H 0.47 -2.94 -2.54
C -0.39 2.77 4.68
C 0.15 2.17 3.38
O 1.22 2.65 2.92
O -0.54 1.26 2.85
H 0.43 3.09 5.33
H -1.04 2.07 5.19
H -0.97 3.66 4.42
C 4.16 4.37 3.12
C 4.59 5.42 2.09
C 5.26 4.72 0.90
C 5.67 6.30 2.74
C 3.35 6.28 1.65
O 2.90 7.07 2.75
C 3.57 7.17 0.41
C 4.45 8.43 0.57
C 5.68 8.47 -0.30
C 6.92 8.86 0.22
C 8.05 8.92 -0.58
C 7.95 8.58 -1.92
Cl 9.36 8.65 -2.93
C 6.73 8.20 -2.47
C 5.61 8.15 -1.65
C 2.08 5.43 1.38
N 2.03 4.74 0.11
C 2.26 3.45 -0.13
N 2.01 3.16 -1.39
C 1.65 4.36 -1.90
N 1.64 5.35 -1.04
H 5.05 3.96 3.60
H 3.61 3.54 2.69
H 3.53 4.81 3.89
H 6.03 4.05 1.28
H 5.75 5.44 0.23
H 4.57 4.12 0.31
H 6.47 5.65 3.11
H 5.29 6.84 3.61
H 6.12 6.99 2.04
H 3.55 7.76 2.92
H 2.58 7.48 0.08
H 3.96 6.55 -0.39
H 4.76 8.60 1.61
H 3.84 9.31 0.32
H 7.00 9.12 1.27
H 9.01 9.21 -0.17
H 6.67 7.94 -3.51
H 4.67 7.84 -2.08
H 1.24 6.12 1.41
H 1.92 4.68 2.15
H 2.55 2.78 0.67
H 1.37 4.50 -2.93
```

Values from the calculation:
- Net charge: -2
- Gap between HOMO and LUMO (spin up / spin down): 3.66 / 5.43 eV
- HOMO level (spin up / spin down): -0.6 / -2.4 eV
- Multiplicity: 2
- Energy above the lowest of the compared OMol25 structures with the same formula, charge and spin: 69.1 kJ/mol
- DFT total energy: -208188.5688 eV
- Lowest unoccupied orbital energy (spin up / spin down): 3.01 / 3.01 eV
- ⟨S²⟩: 0.766

---

Below is a structure of composition C23H25CuN2OSe at a distorted geometry, with properties calculated with the ωB97M-V functional and the def2-TZVPD basis.

XYZ file:
```
53
Properties=species:S:1:pos:R:3
C 2.08 -0.03 3.09
C 2.48 -0.66 1.86
C 2.27 0.28 0.80
H 2.91 -1.65 1.74
C 1.76 1.48 1.36
C 1.62 1.29 2.77
H 1.56 2.40 0.83
C -1.16 -1.61 3.12
C -0.07 -2.29 2.48
C -0.30 -2.21 1.05
H 0.73 -2.84 2.96
C -1.57 -1.55 0.85
C -2.06 -1.17 2.12
H 2.48 0.11 -0.26
H 1.26 2.02 3.48
H 2.15 -0.46 4.09
H -3.03 -0.68 2.27
H 0.31 -2.64 0.27
H -1.29 -1.49 4.19
Cu 0.39 -0.38 1.86
C -2.34 -1.46 -0.46
C -3.69 -2.18 -0.32
C -1.57 -2.12 -1.62
H -3.54 -3.23 -0.05
H -4.23 -2.15 -1.27
H -4.32 -1.70 0.44
H -1.43 -3.19 -1.40
H -0.59 -1.66 -1.78
H -2.15 -2.03 -2.54
C -2.64 0.03 -0.79
C -1.42 0.89 -1.01
H -3.18 0.47 0.06
H -3.29 0.08 -1.67
O -0.59 1.09 -0.11
N -1.27 1.48 -2.22
C -0.27 2.55 -2.36
H -2.06 1.49 -2.86
C 1.10 1.99 -2.64
C 2.25 2.62 -2.15
H 2.13 3.52 -1.54
C 3.51 2.10 -2.43
H 4.41 2.60 -2.04
C 3.64 0.94 -3.21
H 4.62 0.54 -3.44
C 2.49 0.31 -3.70
H 2.57 -0.59 -4.32
C 1.22 0.84 -3.42
H 0.32 0.36 -3.80
H -0.26 3.13 -1.43
H -0.59 3.20 -3.18
Se 0.25 -0.07 6.64
C -0.53 0.82 5.30
N -1.07 1.39 4.41
```

Values from the calculation:
- Net charge: -1
- Gap between HOMO and LUMO (spin up / spin down): 5.89 / 5.86 eV
- HOMO level (spin up / spin down): -3.6 / -3.6 eV
- Multiplicity: 2
- DFT total energy: -139270.2567 eV
- Lowest unoccupied orbital energy (spin up / spin down): 2.26 / 2.26 eV
- ⟨S²⟩: 0.758

---

Below is a cluster of 2 separate species, C2H4FIO in total at a distorted geometry, with properties calculated with the ωB97M-V functional and the def2-TZVPD basis.

XYZ file:
```
9
Properties=species:S:1:pos:R:3
C 1.25 0.19 -0.33
C -1.12 0.05 0.08
O 0.01 0.68 0.26
F -0.93 -1.50 1.23
I -2.74 1.03 0.95
H 2.20 0.89 -0.17
H 1.14 0.21 -1.42
H 1.55 -0.82 -0.01
H -1.35 -0.73 -0.60
```

Values from the calculation:
- Net charge: 0
- Gap between HOMO and LUMO: 10.13 eV
- HOMO level: -10.1 eV
- Energy above the lowest of the compared OMol25 structures with the same formula, charge and spin: 194.4 kJ/mol
- DFT total energy: -15001.7502 eV
- Lowest unoccupied orbital energy: 0.08 eV

---

Below is a structure of composition C13H7Cl2ErN3O3Yb at a distorted geometry, with properties calculated with the ωB97M-V functional and the def2-TZVPD basis.

XYZ file:
```
30
Properties=species:S:1:pos:R:3
Er -0.07 -0.59 -8.65
Yb -0.11 -1.03 -2.22
Cl -0.93 1.64 -8.31
Cl 1.69 -2.57 -2.64
C -1.03 -2.62 -0.54
C -0.55 -0.28 -10.90
C 0.28 -2.38 -10.17
O -1.17 -3.47 0.24
O -0.75 -0.27 -12.05
O 0.39 -3.14 -11.06
N -0.84 0.49 8.46
C -0.64 0.58 7.32
C -0.43 0.67 5.90
C -1.41 0.24 5.00
C -1.18 0.28 3.64
C 0.05 0.76 3.18
C 0.99 1.31 4.06
C 0.77 1.23 5.43
N 0.35 0.69 1.81
C 1.39 1.35 1.17
C 1.33 1.02 -0.14
N 0.28 0.13 -0.34
C -0.31 -0.03 0.85
H -2.36 -0.14 5.38
H -1.96 -0.04 2.93
H 1.90 1.77 3.68
H 1.53 1.60 6.10
H 2.05 2.00 1.72
H 1.95 1.40 -0.92
H -1.21 -0.59 1.07
```

Values from the calculation:
- Net charge: +4
- Gap between HOMO and LUMO (spin up / spin down): 3.83 / 3.98 eV
- HOMO level (spin up / spin down): -18.6 / -18.6 eV
- Multiplicity: 5
- DFT total energy: -108359.7612 eV
- Lowest unoccupied orbital energy (spin up / spin down): -14.75 / -14.60 eV
- ⟨S²⟩: 6.037